{"formula": "CH4N2O2S", "method": "ωB97M-V/def2-TZVPD", "total_charge": 0, "homo_lumo_gap_ha": 0.3687, "molar_mass_g_mol": 108.122, "lumo_energy_ev": 0.6, "homo_ev": -9.5, "largest_force_ev_per_a": 5.00, "spin_multiplicity": 1, "symbols": ["C", "N", "N", "O", "O", "S", "H", "H", "H", "H"], "xyz": [[-0.361, 0.590, 1.693], [-0.403, -1.167, -2.464], [-1.451, -1.215, -2.118], [0.657, -1.195, -2.920], [0.483, 0.659, -0.832], [0.723, -0.132, 0.313], [0.041, 0.316, 2.590], [-0.343, 1.643, 1.609], [-1.383, 0.186, 1.322], [2.037, 0.316, 0.807]]}

=====

{"formula": "C6H10N2O", "method": "ωB97M-V/def2-TZVPD", "total_charge": 2, "smiles": "CC(=O)C1=[N+](C)C=[NH+]C1", "homo_lumo_gap_ha": 0.3207, "molar_mass_g_mol": 126.159, "lumo_energy_ev": -10.5, "homo_ev": -19.3, "largest_force_ev_per_a": 4.87, "spin_multiplicity": 1, "symbols": ["C", "C", "O", "C", "N", "C", "C", "N", "C", "H", "H", "H", "H", "H", "H", "H", "H", "H", "H"], "xyz": [[2.054, 1.526, -0.176], [0.811, 1.426, 0.642], [0.405, 1.934, 1.617], [-0.320, 0.419, 0.081], [-0.251, -0.873, 0.295], [0.891, -1.707, 0.342], [-1.481, -1.412, -0.037], [-2.289, -0.548, -0.419], [-1.647, 0.784, -0.368], [2.167, 0.732, -0.819], [2.964, 1.680, 0.402], [2.001, 2.467, -0.844], [0.764, -2.224, -0.682], [0.948, -2.459, 1.156], [1.797, -1.128, 0.590], [-1.607, -2.471, 0.196], [-3.309, -0.845, -0.822], [-2.252, 1.449, 0.215], [-1.646, 1.248, -1.368]]}

=====

{"formula": "C2H6ClN2O", "method": "ωB97M-V/def2-TZVPD", "total_charge": 1, "homo_lumo_gap_ha": [0.2879, 0.3142], "molar_mass_g_mol": 109.536, "lumo_energy_ev": [-6.0, -5.7], "homo_ev": [-13.9, -14.3], "largest_force_ev_per_a": 4.98, "spin_multiplicity": 1, "symbols": ["C", "C", "N", "N", "O", "Cl", "H", "H", "H", "H", "H", "H"], "xyz": [[-0.351, -0.130, -0.336], [2.227, -0.096, 0.070], [-0.843, -0.085, 0.821], [-0.864, 0.133, -1.523], [-2.203, -0.168, 0.996], [2.434, -0.043, 1.744], [1.902, 0.807, -0.289], [2.743, -0.831, -0.492], [-0.184, -0.338, 1.636], [-0.430, 0.000, -2.454], [-1.806, 0.068, -1.593], [-2.626, 0.683, 1.420]]}

=====

{"formula": "C2H4FNS", "method": "ωB97M-V/def2-TZVPD", "total_charge": 0, "smiles": "CNC(F)=S", "homo_lumo_gap_ha": 0.3559, "molar_mass_g_mol": 93.126, "lumo_energy_ev": 0.7, "homo_ev": -9.0, "largest_force_ev_per_a": 3.12, "spin_multiplicity": 1, "symbols": ["C", "N", "C", "F", "S", "H", "H", "H", "H"], "xyz": [[-0.352, -1.048, 0.445], [0.293, 0.309, 0.482], [0.170, 1.004, -0.704], [-0.772, 0.533, -1.479], [0.978, 2.347, -1.029], [0.117, -1.628, -0.316], [-0.236, -1.367, 1.513], [-1.337, -0.696, 0.050], [1.137, 0.546, 1.036]]}

=====

{"formula": "C6HF9NO4S2Tm", "method": "ωB97M-V/def2-TZVPD", "total_charge": 2, "homo_lumo_gap_ha": [0.3322, 0.1984], "molar_mass_g_mol": 555.127, "lumo_energy_ev": [-8.8, -11.6], "homo_ev": [-17.8, -17.0], "largest_force_ev_per_a": 10.05, "spin_multiplicity": 3, "symbols": ["C", "C", "S", "O", "O", "N", "S", "O", "O", "C", "F", "F", "C", "F", "F", "C", "F", "F", "C", "F", "F", "F", "H", "Tm"], "xyz": [[4.623, -0.609, 1.465], [3.996, 0.260, 0.831], [2.950, 1.173, -0.327], [3.881, 2.137, -0.950], [2.450, 0.265, -1.352], [1.796, 2.056, 0.485], [0.555, 1.094, 1.001], [-0.014, 1.749, 2.245], [1.044, -0.225, 1.393], [-0.844, 1.002, -0.262], [-0.417, 0.732, -1.478], [-1.360, 2.359, -0.336], [-2.057, 0.029, 0.184], [-1.848, -0.650, 1.390], [-3.239, 0.897, 0.406], [-2.503, -1.022, -0.889], [-3.609, -1.613, -0.377], [-2.913, -0.443, -2.021], [-1.458, -2.172, -1.164], [-1.902, -3.347, -0.748], [-1.277, -2.228, -2.483], [-0.267, -1.945, -0.607], [5.133, -1.520, 1.820], [-2.721, 2.020, 1.775]]}

=====

{"formula": "C5H5ClN2S2", "method": "ωB97M-V/def2-TZVPD", "total_charge": 0, "homo_lumo_gap_ha": 0.2842, "molar_mass_g_mol": 192.696, "lumo_energy_ev": -1.3, "homo_ev": -9.0, "largest_force_ev_per_a": 5.90, "spin_multiplicity": 1, "symbols": ["C", "C", "C", "C", "C", "H", "H", "H", "H", "H", "N", "N", "S", "S", "Cl"], "xyz": [[0.937, -1.418, 0.651], [0.794, -1.483, -0.808], [-1.004, 0.255, -0.524], [-1.789, 1.132, 0.050], [-2.062, 2.478, -0.403], [4.265, -1.738, 1.639], [0.067, -1.443, 1.239], [-0.814, -0.667, -0.020], [-2.036, 0.868, 1.135], [-1.707, 2.632, -1.410], [2.017, -1.519, 1.272], [0.714, -1.484, -1.972], [3.591, -1.575, 0.530], [-2.871, 3.467, 0.648], [-0.100, 0.496, -2.026]]}

=====

{"formula": "C10H13NO3", "method": "ωB97M-V/def2-TZVPD", "total_charge": 0, "homo_lumo_gap_ha": [0.2464, 0.2455], "molar_mass_g_mol": 195.218, "lumo_energy_ev": [-2.1, -2.2], "homo_ev": [-8.8, -8.8], "largest_force_ev_per_a": 4.99, "spin_multiplicity": 1, "symbols": ["C", "C", "C", "C", "C", "C", "C", "C", "C", "C", "N", "O", "O", "O", "H", "H", "H", "H", "H", "H", "H", "H", "H", "H", "H", "H", "H"], "xyz": [[-0.143, 2.426, -2.174], [0.697, 1.341, -2.270], [-1.526, 1.900, -2.298], [0.264, -1.604, -0.662], [0.088, -1.291, -2.193], [-0.226, 0.181, -2.129], [1.445, -0.972, 2.237], [-0.030, 1.120, 1.777], [-0.994, -1.197, 1.898], [0.170, -0.377, 1.467], [0.261, -0.479, -0.014], [-2.516, 2.609, -2.410], [0.482, -2.671, -0.156], [-1.477, 0.568, -2.226], [0.007, 3.435, -1.882], [1.785, 1.470, -2.310], [1.057, -1.502, -2.736], [-0.655, -1.900, -2.703], [1.513, -1.949, 1.869], [2.383, -0.410, 1.984], [1.301, -0.786, 3.330], [1.001, 1.601, 1.952], [-0.535, 1.067, 2.765], [-0.481, 1.687, 0.876], [-0.991, -1.363, 2.958], [-1.971, -0.712, 1.483], [-0.911, -2.195, 1.567]]}

=====

{"formula": "C6H5N2O5SSn", "method": "ωB97M-V/def2-TZVPD", "total_charge": 3, "homo_lumo_gap_ha": [0.2074, 0.2098], "molar_mass_g_mol": 335.893, "lumo_energy_ev": [-15.2, -15.2], "homo_ev": [-20.8, -20.9], "largest_force_ev_per_a": 8.93, "spin_multiplicity": 1, "symbols": ["O", "C", "Sn", "O", "C", "C", "O", "C", "O", "C", "O", "H", "N", "C", "N", "S", "H", "H", "H", "H"], "xyz": [[-3.811, -0.090, -1.306], [-2.733, 0.130, -0.869], [-0.435, 0.198, -0.025], [-2.716, 2.487, 0.171], [-2.359, 1.427, -0.208], [1.172, -2.058, -0.509], [2.271, -2.331, -0.254], [0.704, 0.978, -2.357], [1.125, 1.473, -3.264], [-0.940, -1.072, 2.175], [-1.182, -1.479, 3.190], [0.142, -2.151, -0.897], [3.739, 1.050, 0.399], [2.770, 0.865, 1.358], [3.043, 0.166, 2.463], [1.240, 1.589, 1.144], [4.719, 0.937, 0.622], [3.513, 1.712, -0.332], [2.340, 0.183, 3.202], [4.012, -0.038, 2.763]]}